#i
2 unconnected molecules or ions with the total composition C4H7NO. Source: OMol25; level of theory: ωB97M-V/def2-TZVPD.

Summary:
Charge = 0
Frontier orbital gap = 0.411 Eh

Last column: Löwdin charge in e.
Element x y z (Å)
C: -0.1826 -1.9472 -0.5114  -0.0976
C: -0.0814 -1.1016 0.7575  -0.2126
C: -0.0368 0.3546 0.4422  -0.2413
O: 0.8323 1.0851 0.8751  0.0216
C: 0.0898 3.8952 -1.4442  -0.1024
N: 0.4485 3.2792 -0.5136  0.0266
H: -0.2525 -3.0036 -0.2460  0.0750
H: -1.0718 -1.6820 -1.0936  0.0776
H: 0.6960 -1.8078 -1.1488  0.0821
H: 0.8125 -1.3310 1.3450  0.1197
H: -0.9641 -1.2588 1.3894  0.1246
H: -0.8384 0.7493 -0.2212  0.1383
H: 0.6865 2.5791 0.1784  -0.0117

#ii
A single C4H7NO molecule. Source: OMol25; level of theory: ωB97M-V/def2-TZVPD.

Summary:
Charge = 0
Frontier orbital gap = 0.288 Eh

Last column: Löwdin charge in e.
Element x y z (Å)
O: 1.9710 1.0312 -2.0106  0.0619
C: 0.9073 0.7706 -1.5044  -0.2409
C: 0.8383 0.4086 -0.0320  -0.0993
N: -0.3830 -0.2656 0.4579  -0.3010
C: -1.1818 -0.8525 -0.4344  -0.0180
C: -0.5268 -0.2359 1.7821  -0.0316
H: -0.0380 0.8434 -2.0716  0.1179
H: 0.9280 1.3491 0.5247  0.1385
H: 1.7046 -0.2114 0.2118  0.1448
H: -2.0431 -1.3886 -0.0568  0.0667
H: -0.9158 -0.8707 -1.4780  0.0422
H: -1.3584 -0.7755 2.2139  0.0625
H: 0.2270 0.2506 2.3849  0.0563

Which structure is the least stable? The one labeled #ii.

#i
A single C4H7NO molecule. Source: OMol25; level of theory: ωB97M-V/def2-TZVPD.

Summary:
Charge = 0
Frontier orbital gap = 0.400 Eh
Structure (SMILES) = CC(=O)[C@H]1CN1

Last column: Löwdin charge in e.
Element x y z (Å)
C: 1.9977 -0.3114 0.4269  -0.0093
C: 0.6039 0.2878 0.2961  -0.3890
O: 0.3876 1.3492 0.8507  0.0578
C: -0.5077 -0.3214 -0.5371  -0.2252
C: -1.9330 -0.1743 -0.0591  -0.1371
N: -1.4339 0.6654 -1.1162  0.0210
H: 2.2878 -1.0431 -0.3297  0.0750
H: 2.1115 -0.7815 1.4111  0.0889
H: 2.7070 0.5222 0.4044  0.0861
H: -0.2464 -1.1325 -1.2137  0.1298
H: -2.0876 0.2631 0.9262  0.1101
H: -2.7033 -0.8869 -0.3553  0.1017
H: -1.1838 1.5634 -0.7043  0.0902

#ii
A single C4H7NO molecule. Source: OMol25; level of theory: ωB97M-V/def2-TZVPD.

Summary:
Charge = 0
Frontier orbital gap = 0.396 Eh
Structure (SMILES) = C/C=C/C(N)=O

Last column: Löwdin charge in e.
Element x y z (Å)
C: -1.8633 1.3487 0.1867  -0.0926
C: -0.8244 0.3499 0.5452  -0.1296
C: 0.1876 -0.0233 -0.2312  -0.0457
C: 1.1677 -1.0302 0.2282  -0.5715
N: 2.1474 -1.3095 -0.6723  0.1506
O: 1.1238 -1.5761 1.3120  0.0428
H: -2.8500 0.8884 0.2267  0.0783
H: -1.6998 1.7526 -0.8095  0.0728
H: -1.8570 2.1657 0.9075  0.0783
H: -0.9062 -0.1076 1.5232  0.1155
H: 0.3278 0.3941 -1.2190  0.1022
H: 2.8495 -1.9865 -0.4265  0.1073
H: 2.1970 -0.8661 -1.5711  0.0917

Which structure is the least stable? The one labeled #i.

#i
A single C4H7NO molecule. Source: OMol25; level of theory: ωB97M-V/def2-TZVPD.

Summary:
Charge = 0
Frontier orbital gap = 0.430 Eh
Structure (SMILES) = CO[C@@H](C)C#N

Last column: Löwdin charge in e.
Element x y z (Å)
C: -1.7297 -0.7501 -0.0892  -0.0909
O: -0.5277 -0.7167 0.6359  -0.1532
C: 0.2229 0.3457 0.1966  -0.3631
C: 1.6175 0.2705 0.8290  -0.0266
C: 0.2517 0.3756 -1.4798  -0.1537
N: 0.5335 0.6325 -2.5828  0.1206
H: -2.2231 -1.6995 0.1404  0.1023
H: -1.3951 -0.5865 -1.1464  0.0701
H: -2.3849 0.0883 0.1906  0.0995
H: -0.2923 1.2995 0.3909  0.1405
H: 1.7220 0.8084 1.7848  0.0873
H: 1.8935 -0.7753 1.0125  0.0909
H: 2.3117 0.7077 0.1176  0.0766

#ii
2 unconnected molecules or ions with the total composition C4H7NO. Source: OMol25; level of theory: ωB97M-V/def2-TZVPD.

Summary:
Charge = 0
Frontier orbital gap = 0.310 Eh
Structure (SMILES) = O=NC1=CCC1.[H][H]

Last column: Löwdin charge in e.
Element x y z (Å)
O: 2.4889 -0.0960 -0.5836  -0.0490
N: 1.8148 0.8712 -0.2878  0.0042
C: 0.4298 0.5675 -0.1661  -0.2749
C: -0.3125 -0.5297 -0.3838  0.0038
C: -1.5929 0.1706 0.0078  -0.1497
C: -0.7245 1.4479 0.2459  -0.1177
H: -0.0871 -1.5359 -0.7205  0.0940
H: -2.3377 0.2600 -0.7898  0.1091
H: -2.0780 -0.2295 0.9043  0.1094
H: -0.9465 2.2821 -0.4263  0.1087
H: -0.7052 1.8094 1.2783  0.1082
H: 2.0422 -2.2981 0.3080  0.0123
H: 1.7885 -2.9222 0.6261  0.0417

Which structure is the least stable? The one labeled #ii.

#i
A gas-phase ion, C3H9N2O2 (charge +1). Source: OMol25; level of theory: ωB97M-V/def2-TZVPD.

Summary:
Charge = +1
Frontier orbital gap = 0.365 Eh
Structure (SMILES) = N/C(=C\C[NH3+])OO

Last column: Löwdin charge in e.
Element x y z (Å)
N: 0.6543 -1.2461 0.2855  0.0922
C: 1.2641 0.0598 0.2135  -0.3095
C: 0.4119 1.1107 0.3007  -0.0106
C: -1.0741 0.9252 0.2950  -0.1563
N: -1.4428 -0.1294 -0.6892  0.1343
O: 2.6056 -0.2216 0.1573  -0.0484
O: 3.7424 0.4668 -0.4335  0.0665
H: 0.4118 -1.4767 1.2478  0.1381
H: 1.3130 -1.9525 -0.0395  0.1354
H: 0.7972 2.1161 0.3173  0.1206
H: -1.5483 1.8715 0.0285  0.1358
H: -1.4433 0.6099 1.2749  0.1367
H: -0.6960 -0.9042 -0.4511  0.1069
H: -2.4083 -0.4500 -0.5878  0.1671
H: -1.2875 0.2100 -1.6423  0.1705
H: 4.4677 -0.1164 -0.1693  0.1206

#ii
A gas-phase ion, C3H9N2O2 (charge +1). Source: OMol25; level of theory: ωB97M-V/def2-TZVPD.

Summary:
Charge = +1
Frontier orbital gap = 0.437 Eh
Structure (SMILES) = C[N+](C)(O)C(N)=O

Last column: Löwdin charge in e.
Element x y z (Å)
C: 0.8199 -0.7629 -1.1939  0.0377
N: 0.3928 0.0088 0.0100  -0.2605
C: 0.6717 -0.8226 1.2446  0.0678
O: 0.9057 1.3174 0.0639  0.0442
C: -1.2904 0.1796 -0.1502  -0.3181
N: -1.7436 1.4060 -0.0697  0.2298
O: -1.9046 -0.9700 -0.3062  0.0476
H: 1.2329 -1.7414 -0.9748  0.1119
H: -0.0334 -0.8171 -1.9127  0.1263
H: 1.6153 -0.2339 -1.7276  0.1203
H: 0.5228 -0.1510 2.0992  0.1223
H: -0.1626 -1.5132 1.0255  0.1147
H: 1.6089 -1.3501 1.2018  0.1128
H: 0.9884 1.5399 0.9953  0.1245
H: -1.0699 2.2145 0.2363  0.1891
H: -2.5538 1.6960 -0.5415  0.1297

#iii
A molecular structure, C3H9N2O2. Source: OMol25; level of theory: ωB97M-V/def2-TZVPD.

Summary:
Charge = +1
Frontier orbital gap (spin up / spin down) = 0.264 / 0.265 Eh

Last column: Löwdin charge in e.
Element x y z (Å)
C: 1.6182 -0.0688 -0.3856  -0.0015
C: -0.7850 0.3780 -0.8760  -0.0016
C: 0.1140 -0.6741 -0.1444  -0.3214
N: -2.1856 0.4901 1.0938  0.0430
N: -0.0655 -0.5703 1.3167  0.1009
O: -1.7740 1.4941 1.6655  0.0055
O: -0.0163 -1.7590 1.9357  0.0990
H: 2.4662 -0.7327 -0.1601  0.0927
H: 1.6684 0.0370 -1.4940  0.1003
H: 1.6810 0.8845 0.0865  0.0697
H: -0.2108 1.3914 -0.9124  0.1277
H: -1.9129 0.3248 -0.1820  0.0740
H: -1.0709 0.0681 -1.9532  0.1311
H: -0.0519 -1.6504 -0.4291  0.1134
H: -2.4054 2.1851 2.0389  0.1899
H: -0.0977 -1.5957 2.9163  0.1773

#iv
A gas-phase ion, C3H9N2O2 (charge +1). Source: OMol25; level of theory: ωB97M-V/def2-TZVPD.

Summary:
Charge = +1
Frontier orbital gap = 0.390 Eh
Structure (SMILES) = CN=[N+](OC)OC

Last column: Löwdin charge in e.
Element x y z (Å)
C: -2.0052 -1.2158 -0.0653  -0.0159
N: -1.2706 0.0134 -0.0090  0.1539
N: 0.0249 -0.0108 0.0164  -0.1691
O: 0.7206 1.0881 0.0535  0.0039
C: -0.0588 2.2660 -0.0675  -0.0066
O: 0.6855 -1.1336 0.0570  0.0095
C: 2.0978 -1.0859 0.0203  0.0075
H: -2.1473 -1.4565 0.9243  0.0841
H: -1.5627 -2.1281 -0.3726  0.0912
H: -2.9374 -0.9676 -0.5796  0.1179
H: 0.5784 3.2302 -0.1817  0.1574
H: -0.7456 2.4474 0.8168  0.1275
H: -0.7454 2.1180 -0.8276  0.0630
H: 2.4728 -0.6496 0.9060  0.0793
H: 2.3489 -0.3894 -0.8676  0.1460
H: 2.5441 -2.1258 0.1764  0.1503

Which structure is the least stable? The one labeled #iii.

#i
A gas-phase ion, C3H9N2O2 (charge +1). Source: OMol25; level of theory: ωB97M-V/def2-TZVPD.

Summary:
Charge = +1
Frontier orbital gap = 0.410 Eh
Structure (SMILES) = C[C@H]1OO[C@@]1(N)[NH3+]

Last column: Löwdin charge in e.
Element x y z (Å)
C: -0.0376 1.0364 -1.6233  0.0097
C: 0.2641 1.0085 -0.1491  -0.2177
O: -0.8672 1.5695 0.6407  0.0061
O: -0.8235 0.4961 1.6044  0.0440
C: 0.0987 -0.2143 0.8151  -0.4681
N: 1.1846 -0.8647 1.3500  0.1166
N: -0.8200 -1.3573 0.0278  0.2609
H: -0.8842 0.3915 -1.7933  0.0796
H: 0.8767 0.7515 -2.1001  0.0972
H: -0.3353 2.0258 -1.8553  0.0974
H: 1.2521 1.5260 0.1911  0.1929
H: 1.2663 -0.9835 2.4505  0.1946
H: 2.0632 -0.7429 0.7762  0.1450
H: -1.2064 -2.1029 0.6778  0.1974
H: -0.5022 -1.7857 -0.8494  0.1676
H: -1.5292 -0.7540 -0.1634  0.0768

#ii
A molecular structure, C3H9N2O2. Source: OMol25; level of theory: ωB97M-V/def2-TZVPD.

Summary:
Charge = +1
Frontier orbital gap (spin up / spin down) = 0.329 / 0.329 Eh

Last column: Löwdin charge in e.
Element x y z (Å)
C: -0.9975 0.6033 0.1841  -0.1512
C: 0.8285 -0.0395 -1.3372  0.0450
C: 0.1606 -1.5055 0.2762  0.0399
N: -1.3646 1.4021 1.1258  0.2499
N: 0.2886 0.0000 0.0158  -0.3567
O: -2.1708 -0.0733 -1.0029  -0.2168
O: 1.0796 0.7307 0.8508  0.0704
H: 0.5488 -0.9422 -1.8712  0.1220
H: 0.4333 0.8594 -1.8157  0.1295
H: 1.9692 0.0430 -1.0944  0.1591
H: -0.0423 -1.5915 1.3534  0.1160
H: -0.7429 -1.9570 -0.2474  0.1431
H: 1.0883 -2.1015 0.1752  0.1318
H: -0.8128 1.9073 1.8578  0.1754
H: -2.2470 1.9630 1.0911  0.1870
H: 1.9809 0.7016 0.4386  0.1554

#iii
2 unconnected molecules or ions with the total composition C3H9N2O2. Source: OMol25; level of theory: ωB97M-V/def2-TZVPD.

Summary:
Charge = +1
Frontier orbital gap = 0.353 Eh

Last column: Löwdin charge in e.
Element x y z (Å)
C: 0.4113 1.9119 -0.8841  -0.2700
C: 1.0562 -1.0550 1.0893  -0.0265
C: -0.3529 -1.2365 -1.0045  -0.0259
N: -0.4807 2.3127 -0.1728  0.2496
N: 0.0555 -0.4162 0.1815  -0.3161
O: 1.2237 1.7238 -1.6409  0.3331
O: -1.1046 0.1169 0.8260  -0.0728
H: 1.7373 -1.7024 0.5295  0.0961
H: 1.6199 -0.2290 1.6533  0.1141
H: 0.5755 -1.6787 1.8587  0.0921
H: -1.2929 -0.5970 -1.4593  0.1564
H: 0.4705 -1.2190 -1.6399  0.0636
H: -0.6807 -2.2356 -0.6729  0.1016
H: -1.0090 1.5648 0.4015  0.1150
H: -0.4064 3.2520 0.3844  0.2444
H: -1.8225 -0.5128 0.5502  0.1453

Which structure is the least stable? The one labeled #ii.

#i
A single C2H3ClF2N2S molecule. Source: OMol25; level of theory: ωB97M-V/def2-TZVPD.

Summary:
Charge = 0
Frontier orbital gap = 0.361 Eh
Structure (SMILES) = [H]/N=C(\NS)C(F)(F)Cl

Last column: Löwdin charge in e.
Element x y z (Å)
H: 2.0373 -2.1994 0.1250  0.0817
N: 1.9915 -1.1547 -0.1385  0.1233
C: 0.7602 -0.7314 0.0149  -0.5687
N: -0.2828 -1.6044 0.4050  -0.3944
S: -1.9169 -1.0609 0.6296  0.7759
C: 0.4592 0.7360 0.0583  -0.7831
F: -0.3304 1.0313 1.2432  -0.0509
F: 1.5247 1.5359 0.3046  0.0295
Cl: 0.0386 1.1126 -1.6576  0.7201
H: 0.0590 -2.6747 -0.1586  0.2325
H: -2.1078 -0.8834 1.9031  -0.1660

#ii
A single C2H3ClF2N2S molecule. Source: OMol25; level of theory: ωB97M-V/def2-TZVPD.

Summary:
Charge = 0
Frontier orbital gap = 0.378 Eh
Structure (SMILES) = [H]/N=C(\NS)C(F)(F)Cl

Last column: Löwdin charge in e.
Element x y z (Å)
H: 1.5061 0.5430 -1.6529  0.0487
N: 1.5352 0.0817 -0.7262  0.1394
C: 0.4041 -0.1839 -0.1978  -0.5134
N: -0.8976 0.0650 -0.6386  -0.3750
S: -1.3006 1.1912 -1.9164  0.7627
C: 0.3864 -0.8623 1.2372  -0.8981
F: -0.7292 -1.5973 1.3057  0.0511
F: 1.4102 -1.6667 1.5171  0.0822
Cl: 0.3634 0.5030 2.3424  0.7539
H: -1.6279 -0.3759 -0.0687  0.0876
H: -1.0502 2.3021 -1.2017  -0.1390

Which structure is the least stable? The one labeled #i.